# 1
DFT (wB97M-V/def2-TZVPD) results for an isolated molecule of C3H6OS in a non-equilibrium geometry.

Output
- total charge = 0
- energy above the lowest of the compared OMol25 structures with the same formula, charge and spin (eV) = 1.545
- SMILES string = C[C@@H](O)C=S
- E (eV) = -16089.4456

Atoms and positions in Å:
C -0.71 -0.45 -1.73
C -0.14 -0.99 -0.42
C -0.61 -0.09 0.70
H -1.79 -0.66 -1.75
H -0.26 -0.84 -2.64
H -0.63 0.67 -1.56
H -0.48 -2.04 -0.20
H 1.58 -0.13 -0.24
H -1.09 -0.67 1.53
O 1.27 -1.13 -0.32
S 0.08 1.37 1.00

Population analysis type Mulliken, resulting atomic charges in e: number 1, C, carries -0.9866; number 2, C, carries 0.1187; number 3, C, carries -0.2320; number 4, H, carries 0.3121; number 5, H, carries 0.2943; number 6, H, carries 0.2385; number 7, H, carries 0.3073; number 8, H, carries 0.3669; number 9, H, carries 0.2710; number 10, O, carries -0.5086; number 11, S, carries -0.1815

=====

# 2
DFT (wB97M-V/def2-TZVPD) results for a cluster of 2 separate species, C5H14 in total in a non-equilibrium geometry.

Output
- total charge = +1
- multiplicity = 2
- energy above the lowest of the compared OMol25 structures with the same formula, charge and spin (eV) = 0.759
- E (eV) = -5400.3463

Atoms and positions in Å:
C -0.62 -0.44 1.94
C -0.05 -0.75 3.35
H 0.07 -0.85 1.18
H -1.67 -0.73 1.76
H -0.50 0.65 1.89
H -0.84 -1.04 4.03
H 0.49 0.13 3.71
H 0.62 -1.61 3.28
C 0.75 0.10 -1.85
C -0.67 -0.45 -2.00
C 0.75 1.63 -1.84
H 1.17 -0.50 -1.00
H 1.48 -0.18 -2.62
H -0.58 -1.25 -2.80
H 1.38 2.06 -1.05
H 1.01 1.89 -2.87
H -1.46 0.28 -2.22
H -1.11 -1.02 -1.17
H -0.22 2.08 -1.71

Population analysis type Mulliken, resulting atomic charges in e: number 1, C, carries -0.5076; number 2, C, carries -0.9308; number 3, H, carries -0.0253; number 4, H, carries 0.3617; number 5, H, carries 0.2627; number 6, H, carries 0.2745; number 7, H, carries 0.2782; number 8, H, carries 0.2803; number 9, C, carries 0.0349; number 10, C, carries -0.7888; number 11, C, carries -1.0917; number 12, H, carries 0.3815; number 13, H, carries 0.4066; number 14, H, carries 0.3214; number 15, H, carries 0.3145; number 16, H, carries 0.3718; number 17, H, carries 0.3815; number 18, H, carries 0.2932; number 19, H, carries 0.3815

=====

# 3
DFT (wB97M-V/def2-TZVPD) results for an isolated molecule of H3NOS in a non-equilibrium geometry.

Output
- total charge = 0
- energy above the lowest of the compared OMol25 structures with the same formula, charge and spin (eV) = 0.759
- SMILES string = NSO
- E (eV) = -14419.7208

Atoms and positions in Å:
N 0.78 0.40 -0.09
O -1.34 -0.83 -0.03
S -0.89 0.74 0.18
H 1.55 1.01 0.07
H 1.04 0.15 -1.01
H -1.14 -1.47 0.88

Population analysis type Mulliken, resulting atomic charges in e: number 1, N, carries -0.4824; number 2, O, carries -0.4842; number 3, S, carries 0.1390; number 4, H, carries 0.2456; number 5, H, carries 0.2282; number 6, H, carries 0.3538

=====

# 4
DFT (wB97M-V/def2-TZVPD) results for the ion C2H6N2 with charge -1 in a non-equilibrium geometry.

Output
- total charge = -1
- multiplicity = 2
- energy above the lowest of the compared OMol25 structures with the same formula, charge and spin (eV) = 0.747
- E (eV) = -5148.8651

Atoms and positions in Å:
C -1.20 0.37 -0.60
N 0.14 0.39 -0.14
C 0.68 -0.61 0.69
N 1.98 -0.67 0.93
H -1.46 -0.64 -0.98
H -1.92 0.48 0.23
H -1.48 1.06 -1.39
H 0.84 1.12 -0.28
H -0.04 -0.87 1.48
H 2.46 -0.63 0.04

Population analysis type Mulliken, resulting atomic charges in e: number 1, C, carries -1.7333; number 2, N, carries -0.2699; number 3, C, carries -0.6231; number 4, N, carries -0.7550; number 5, H, carries 0.5557; number 6, H, carries 0.2012; number 7, H, carries 0.5675; number 8, H, carries 0.5605; number 9, H, carries 0.2224; number 10, H, carries 0.2739

=====

# 5
DFT (wB97M-V/def2-TZVPD) results for an isolated molecule of CH2Cl2O3 in a non-equilibrium geometry.

Output
- total charge = 0
- energy above the lowest of the compared OMol25 structures with the same formula, charge and spin (eV) = 0.740
- SMILES string = OC(O)(Cl)OCl
- E (eV) = -32254.7385

Atoms and positions in Å:
C -0.30 -0.13 -0.14
O 1.03 -0.34 -0.43
O -0.69 -1.10 0.78
O -0.63 1.16 0.09
Cl -1.20 -0.37 -1.68
Cl 0.31 1.91 1.33
H 1.39 0.56 -0.58
H 0.08 -1.70 0.63

Population analysis type Mulliken, resulting atomic charges in e: number 1, C, carries 0.7865; number 2, O, carries -0.4839; number 3, O, carries -0.4330; number 4, O, carries -0.3169; number 5, Cl, carries -0.1783; number 6, Cl, carries -0.0072; number 7, H, carries 0.3093; number 8, H, carries 0.3235

=====

# 6
DFT (wB97M-V/def2-TZVPD) results for a cluster of 7 separate species, C20H56BF4N4O8 in total in a non-equilibrium geometry.

Output
- total charge = 0
- multiplicity = 2
- E (eV) = -55532.3563

Atoms and positions in Å:
B 5.06 1.41 10.32
F 6.32 1.46 10.93
F 4.84 0.16 9.71
F 4.15 1.50 11.32
F 5.02 2.34 9.39
C 8.74 -1.26 9.59
C 9.01 0.20 8.94
O 8.12 0.99 8.11
O 7.63 -1.09 10.42
H 9.64 -1.40 10.19
H 8.54 -1.87 8.70
H 9.86 0.13 8.25
H 9.24 0.89 9.75
H 7.60 1.51 8.73
H 6.91 -0.80 9.86
C 7.05 2.54 13.90
C 8.11 3.45 13.14
O 8.02 3.35 11.69
O 7.37 1.16 13.65
H 6.05 2.77 13.53
H 7.13 2.58 14.99
H 9.09 3.09 13.46
H 8.14 4.49 13.44
H 7.38 2.67 11.47
H 6.91 0.84 12.87
C 4.46 6.35 11.59
C 4.50 5.72 10.27
C 4.29 6.74 9.10
O 2.93 7.05 8.64
C 2.88 7.99 7.54
N 5.77 5.19 10.13
H 4.67 5.63 12.39
H 3.47 6.74 11.82
H 5.21 7.11 11.82
H 3.78 4.92 10.13
H 4.79 6.30 8.23
H 4.90 7.60 9.37
H 2.32 7.71 6.64
H 3.81 8.39 7.15
H 2.27 8.76 8.01
H 5.84 4.43 9.47
H 5.81 4.63 10.97
C 1.57 1.08 7.91
C 2.26 1.42 6.54
C 2.46 2.96 6.31
O 1.17 3.55 6.13
C 1.28 5.00 5.96
N 3.50 0.74 6.59
H 2.14 1.17 8.84
H 1.34 0.02 7.83
H 0.70 1.73 7.94
H 1.61 1.04 5.76
H 3.09 3.13 5.43
H 3.05 3.46 7.08
H 0.42 5.56 5.59
H 1.93 5.12 5.10
H 1.55 5.28 6.98
H 4.13 1.11 5.89
H 3.87 1.14 7.44
C 0.97 -0.62 11.72
C 1.97 -1.37 10.89
C 3.18 -1.82 11.69
O 3.91 -2.67 10.85
C 4.90 -3.39 11.62
N 1.19 -2.50 10.26
H 0.36 0.07 11.14
H 1.47 0.14 12.31
H 0.29 -1.16 12.38
H 2.36 -0.76 10.08
H 2.73 -2.43 12.47
H 3.79 -1.03 12.14
H 5.48 -3.97 10.90
H 4.48 -4.07 12.35
H 5.53 -2.67 12.15
H 0.40 -1.94 9.99
H 0.93 -3.08 11.04
C 5.90 -1.39 6.51
C 5.01 -2.51 7.17
C 5.93 -3.45 8.02
O 4.97 -4.41 8.56
C 5.52 -5.66 8.92
N 3.97 -1.93 7.99
H 6.93 -1.69 6.29
H 5.94 -0.38 6.91
H 5.45 -1.28 5.52
H 4.61 -3.08 6.33
H 6.60 -3.05 8.78
H 6.53 -3.95 7.27
H 6.46 -5.59 9.46
H 5.44 -6.49 8.22
H 4.83 -6.07 9.66
H 4.42 -1.23 8.55
H 3.39 -1.30 7.44

Population analysis type Mulliken, resulting atomic charges in e: number 1, B, carries -0.0910; number 2, F, carries 0.1136; number 3, F, carries 0.1032; number 4, F, carries -0.2985; number 5, F, carries -0.5091; number 6, C, carries -0.2034; number 7, C, carries -0.5985; number 8, O, carries -0.5593; number 9, O, carries -0.4202; number 10, H, carries 0.4209; number 11, H, carries 0.1102; number 12, H, carries 0.4242; number 13, H, carries 0.3338; number 14, H, carries 0.1803; number 15, H, carries -0.0289; number 16, C, carries -0.4201; number 17, C, carries -0.3881; number 18, O, carries -0.5822; number 19, O, carries -0.5918; number 20, H, carries 0.1409; number 21, H, carries 0.3972; number 22, H, carries 0.3005; number 23, H, carries 0.3747; number 24, H, carries 0.3820; number 25, H, carries 0.2682; number 26, C, carries -1.6547; number 27, C, carries 1.2106; number 28, C, carries -0.8283; number 29, O, carries -0.3321; number 30, C, carries -0.7732; number 31, N, carries -0.7352; number 32, H, carries 0.4162; number 33, H, carries 0.4185; number 34, H, carries 0.3565; number 35, H, carries 0.0621; number 36, H, carries 0.3825; number 37, H, carries 0.3517; number 38, H, carries 0.2130; number 39, H, carries 0.3496; number 40, H, carries 0.3068; number 41, H, carries 0.3371; number 42, H, carries -0.0674; number 43, C, carries -1.2191; number 44, C, carries 0.1187; number 45, C, carries -0.6167; number 46, O, carries -0.4141; number 47, C, carries -0.8196; number 48, N, carries -0.1837; number 49, H, carries 0.1052; number 50, H, carries 0.2729; number 51, H, carries 0.5413; number 52, H, carries 0.4108; number 53, H, carries 0.4487; number 54, H, carries 0.2939; number 55, H, carries 0.3642; number 56, H, carries 0.3560; number 57, H, carries 0.3192; number 58, H, carries 0.3361; number 59, H, carries -0.3263; number 60, C, carries -1.7245; number 61, C, carries 2.6240; number 62, C, carries -1.2161; number 63, O, carries -0.0285; number 64, C, carries -0.5093; number 65, N, carries -0.7402; number 66, H, carries 0.4761; number 67, H, carries 0.3864; number 68, H, carries 0.3623; number 69, H, carries -1.8058; number 70, H, carries 0.6139; number 71, H, carries 0.3010; number 72, H, carries 0.0145; number 73, H, carries 0.2799; number 74, H, carries 0.2856; number 75, H, carries 0.3636; number 76, H, carries 0.3113; number 77, C, carries -1.0630; number 78, C, carries 0.2757; number 79, C, carries -1.0606; number 80, O, carries -0.3229; number 81, C, carries -1.0019; number 82, N, carries 0.3951; number 83, H, carries 0.4724; number 84, H, carries 0.1806; number 85, H, carries 0.2996; number 86, H, carries 0.6833; number 87, H, carries 0.3782; number 88, H, carries 0.6390; number 89, H, carries 0.3981; number 90, H, carries 0.3241; number 91, H, carries 0.3121; number 92, H, carries -0.1826; number 93, H, carries 0.4184